Formula: C19H42AuNO2P3S
Source: OMol25
Level of theory: ωB97M-V/def2-TZVPD

Output
strongest force on any atom: 0.0398 hartree/bohr
DFT total energy: -2511.32983 Eh
highest occupied orbital energy (spin up / spin down): -0.5767 / -0.5751 hartree
lowest unoccupied orbital energy (spin up / spin down): -7.952 / -10.493 eV
frontier orbital gap (spin up / spin down): 0.28442 / 0.18945 Eh
net charge: +3
energy relative to the best compared isomer or geometry (same formula, charge and spin): 126.7 kJ/mol
multiplicity: 3

CARTESIAN COORDINATES (ANGSTROEM)
Au -1.0979 1.3734 0.3198
P -2.0953 1.3425 -1.8067
P -1.0112 -1.0697 0.5531
P 4.5547 -0.6594 -1.5958
H 3.1774 4.5704 3.1987
C 3.5704 4.5573 2.1676
C 2.8426 4.9697 1.1214
H 1.8317 5.3774 1.2494
C -3.7311 2.1005 -1.5695
C -2.4102 -0.2903 -2.5796
C -1.1708 2.2971 -3.0364
C -0.2387 -1.4955 2.1374
C -2.6461 -1.8610 0.6724
C -0.1082 -2.0791 -0.6510
C 5.9920 0.4018 -1.8961
C 3.5883 -0.9423 -3.0690
C 5.1689 -2.1551 -0.8191
H 4.5996 4.1851 2.0436
H 3.2652 4.9705 0.1116
H -3.5958 3.1822 -1.4450
H -4.1797 1.6783 -0.6615
H -4.3968 1.9183 -2.4239
H -2.7754 -1.0106 -1.8322
H -1.4810 -0.6734 -3.0316
H -3.1726 -0.1927 -3.3715
H -0.8375 3.2327 -2.5671
H -1.7873 2.5294 -3.9164
H -0.2948 1.7114 -3.3547
H -0.4572 -2.5474 2.3698
H -0.6436 -0.8558 2.9325
H 0.8466 -1.3470 2.0642
H -2.4765 -2.9331 0.8475
H -3.2424 -1.7268 -0.2364
H -3.1869 -1.4128 1.5136
H -0.5231 -3.0934 -0.6584
H 0.9421 -2.1334 -0.3487
H -0.1728 -1.6611 -1.6589
H 6.7629 -0.1890 -2.4127
H 6.3956 0.7538 -0.9273
H 5.7267 1.2679 -2.5235
H 4.1914 -1.3995 -3.8609
H 3.1922 0.0137 -3.4292
H 2.7389 -1.5950 -2.8338
H 6.0567 -2.5136 -1.3595
H 4.4088 -2.9463 -0.8434
H 5.4521 -1.9321 0.2201
C 2.6466 1.6286 1.2160
C 2.8860 0.7129 2.2664
C 2.4645 1.0117 3.5501
C 1.7388 2.1896 3.7816
C 1.2076 2.8693 2.6923
C 1.5158 2.4727 1.3972
S 3.8699 1.8248 0.0292
H 3.6803 0.2489 -0.6361
H 3.4585 -0.1768 2.0450
H 2.7076 0.3409 4.3768
H 1.6151 2.5862 4.7907
H 0.6289 3.7867 2.8577
H 1.1031 3.0362 0.5665
N -4.3072 1.3944 4.6281
C -2.9879 1.9979 4.3596
C -2.6668 1.5017 2.9686
O -3.5545 0.8099 2.4085
O -1.5326 1.8617 2.5260
H -4.5625 0.9071 3.7297
H -4.9755 2.1127 4.8898
H -4.2350 0.7227 5.3874
H -3.0757 3.0822 4.3976
H -2.2566 1.6282 5.0733